1.
The following is a quantum chemistry calculation of a cluster of 2 separate species, C6H16N2 in total, from OMol25.

Geometry as XYZ:
```
24
Properties=species:S:1:pos:R:3
C 1.78580 -0.66047 0.40421
N 0.63495 -0.13474 -0.31394
C 0.52130 1.35301 -0.32631
C -0.81733 2.09255 -0.08169
C -1.94282 1.13439 -0.42842
N -2.02804 1.15542 -1.94576
C 1.34124 -1.74218 1.43782
C 0.58797 -2.91338 0.79733
H 2.41972 -1.13736 -0.33972
H 2.37008 0.12581 0.92122
H -0.07628 -0.00011 0.53063
H 0.68358 1.60259 -1.38065
H 1.29275 1.87264 0.26357
H -0.79551 2.36032 0.96780
H -0.92894 2.97743 -0.71282
H -1.16978 0.31042 1.79677
H -2.88336 1.27755 0.07270
H -1.72845 0.13156 -0.88805
H -2.95876 0.77783 -2.18833
H 2.25845 -2.08203 1.92443
H 0.70714 -1.26570 2.19124
H -0.42332 -2.57928 0.50868
H 0.54312 -3.85592 1.35273
H 1.10331 -3.12342 -0.16820
```

spin multiplicity: 2
⟨S²⟩: 0.7556
charge: -1
HOMO level (spin up / spin down): -0.06798 / -0.06423 Ha

2.
The following is a quantum chemistry calculation of the ion C6H16N2 with charge -1, from OMol25.

Geometry as XYZ:
```
24
Properties=species:S:1:pos:R:3
C 1.38396 2.17312 1.24005
C 0.24926 1.75128 0.31746
C -0.51224 0.58702 0.96589
C 0.08630 -0.78002 0.62844
C 0.23328 -1.07401 -0.86389
N 0.24097 -2.50458 -1.17738
C -1.05246 -3.10679 -1.02858
N -0.60793 2.87435 0.03108
H 2.17369 1.43615 1.22822
H 1.10694 2.52865 2.23477
H 1.91797 3.04193 0.82698
H 0.75744 1.41278 -0.58513
H -0.60659 0.79293 2.02869
H -1.54416 0.64179 0.60978
H 1.01069 -0.90532 1.19608
H -0.60079 -1.52882 1.02505
H -0.62667 -0.62803 -1.38043
H 1.11672 -0.56635 -1.25532
H 0.92006 -2.97556 -0.61184
H -0.93349 -4.19703 -0.97493
H -1.69183 -2.84413 -0.18022
H -1.62612 -3.00197 -1.94290
H -0.18175 3.75349 0.26555
H -0.94574 2.85633 -0.92252
```

spin multiplicity: 2
⟨S²⟩: 0.7503
charge: -1
HOMO level (spin up / spin down): 0.05250 / -0.19975 Ha

3.
The following is a quantum chemistry calculation of the molecule C6H16N2, from OMol25.

Geometry as XYZ:
```
24
Properties=species:S:1:pos:R:3
C -1.97668 -0.88147 0.96967
N -1.66822 0.10525 -0.16047
C -0.32716 0.75521 0.07614
C 0.85173 -0.04682 -0.47406
C 1.40262 -1.20899 0.38211
C 2.01998 -2.22181 -0.51896
C -0.13669 2.14086 -0.52859
N -1.10021 3.26309 -0.03148
H -1.57111 -0.76863 2.00140
H -1.57012 -1.91591 0.63962
H -2.94239 -0.79111 1.33024
H -1.61720 -0.42174 -1.05001
H -0.27430 1.02056 1.20516
H 0.53338 -0.52739 -1.54271
H 1.62709 0.75341 -0.68424
H 0.54872 -1.76733 0.88091
H 2.09352 -0.90642 1.29504
H 2.50168 -3.06396 -0.03040
H 2.75195 -1.81820 -1.12301
H 1.26779 -2.70187 -1.15393
H -0.17532 2.07438 -1.62068
H 0.89334 2.37530 -0.29394
H -1.92235 3.31489 -0.53467
H -1.21006 3.23872 0.96685
```

HOMO level: -0.32073 Ha

4.
The following is a quantum chemistry calculation of a cluster of 3 separate species, C6H16N2 in total, from OMol25.

Geometry as XYZ:
```
24
Properties=species:S:1:pos:R:3
C -0.70075 -1.60459 -1.24506
C -1.47812 -0.12107 0.74183
C -0.35471 -0.77528 -0.00984
N -1.87579 -1.24907 -2.01471
N 0.60052 -1.31990 0.77870
H -2.72253 -1.30588 -1.46321
H -1.80348 -0.31824 -2.40548
H 1.31549 -1.82485 0.26251
H -0.81603 -2.64538 -0.92504
H 0.16431 -1.57815 -1.91489
H -1.08207 0.51082 1.53462
H -2.10837 -0.88399 1.21105
H -2.10484 0.47092 0.07855
C 1.35927 1.85555 1.00181
C 0.58560 0.97051 -1.07685
C 1.69605 0.97248 1.99658
H 0.45713 2.44775 1.08104
H 2.13703 2.24873 0.36428
H 2.72100 0.64008 2.10641
H -0.25085 0.83736 -1.76233
H 0.71065 2.04296 -1.20962
H 1.44526 0.39351 -1.41780
H 1.05567 -0.59633 1.43186
H 1.04956 0.83207 2.85558
```

HOMO level: -0.27208 Ha

5.
The following is a quantum chemistry calculation of a cluster of 2 separate species, C6H16N2 in total, from OMol25.

Geometry as XYZ:
```
24
Properties=species:S:1:pos:R:3
C -0.44579 -0.79645 1.64384
N -1.39971 -1.37128 0.66892
C -1.26714 -0.59817 -0.58488
C 0.15256 -0.54117 -1.19684
C 0.56793 -1.99197 -1.30989
C 0.28627 0.28401 -2.51484
C -0.46104 0.68847 1.95206
N 0.68482 1.61469 1.73949
H -0.48405 -1.28252 2.65577
H 0.71152 -1.13161 1.24454
H 1.27236 3.47210 1.98511
H -1.48287 0.49499 -0.43720
H -1.96691 -0.87652 -1.30038
H 0.90757 -0.03646 -0.52715
H 0.41191 -2.41257 -0.33040
H 1.72693 -2.03856 -1.34220
H 0.12159 -2.50677 -2.21437
H 1.17079 0.22951 -3.16025
H 0.10220 1.31293 -2.10394
H -0.54603 0.01422 -3.21079
H -1.12729 0.73300 2.87595
H -1.03416 0.97227 1.08801
H 1.19924 4.10413 1.66727
H 0.89929 1.66375 2.71216
```

HOMO level: -0.28387 Ha

E across the listed records, respectively: -347.485427; -347.639356; -347.633030; -347.554631; -347.380909 Eh.
Energy relative to the best compared isomer or geometry (same formula, charge and spin) across the listed records, respectively: 4.709; 0.520; 2.498; 4.631; 9.358 eV.